{
  "formula": "C9H15N2O2S",
  "method": "ωB97M-V/def2-TZVPD",
  "total_charge": 1,
  "de_lowest_kcal_mol": 190.5,
  "lumo_energy_ev": -2.421,
  "homo_ev": -10.192,
  "gap_ev": 7.77,
  "symbols": ["C", "C", "C", "C", "C", "C", "C", "C", "C", "N", "N", "O", "O", "S", "H", "H", "H", "H", "H", "H", "H", "H", "H", "H", "H", "H", "H", "H", "H"],
  "xyz": [[-1.5111, -1.5110, 2.3792], [-2.4625, -0.2216, 2.1747], [2.1399, -0.2554, 1.1910], [1.9111, -1.6464, 1.8743], [0.4244, -0.5311, -3.8047], [-0.2527, 3.2477, -0.2571], [0.2106, -0.3910, -2.3493], [-1.1599, 2.1280, 0.0696], [-0.4235, -0.5715, 1.8451], [-1.2479, 0.4473, 1.7656], [0.8490, -0.7563, 1.6106], [1.5606, -0.1612, -2.9719], [-1.0957, 1.7916, 1.3770], [0.0611, 1.6846, -1.1242], [-1.5249, -1.8678, 3.3863], [-1.5972, -2.4436, 1.6900], [-3.0902, -0.3846, 1.3312], [-2.9467, 0.2132, 3.0398], [2.3718, 0.6457, 1.7603], [2.3062, -0.1967, 0.1416], [2.3585, -2.4543, 1.4408], [2.2748, -1.5388, 2.9456], [0.3311, -1.5304, -4.2798], [0.1604, 0.2830, -4.5167], [-0.5247, 4.0440, -0.9017], [0.2927, 3.4128, 0.5549], [0.2536, -1.4006, -1.8621], [-2.1425, 2.0756, -0.2642], [1.8921, 0.7662, -3.0507]],
  "forces_ev_per_angstrom": [[-0.38, -0.18, -1.97], [0.63, -1.45, -0.25], [-1.33, 0.11, 1.43], [2.06, 4.55, 3.79], [-2.06, 0.25, -0.66], [-1.93, -1.12, -1.98], [-1.93, -1.28, 0.20], [-0.14, 0.17, -2.25], [1.11, -0.92, 0.94], [0.23, 1.67, -1.20], [-1.45, -0.58, -1.40], [2.76, -0.76, -0.31], [1.08, -1.72, 3.68], [1.00, 0.30, -0.18], [0.66, 0.07, 0.69], [-0.37, 1.87, 0.97], [-0.94, 0.11, -0.42], [-0.03, -0.10, 0.10], [0.66, -0.49, -0.04], [-0.04, -0.16, -0.66], [-0.33, -2.45, -1.94], [-0.73, -0.53, -1.18], [1.19, 0.64, 0.31], [0.13, -0.42, 0.77], [-0.50, 0.64, -0.13], [2.63, 1.32, 3.05], [0.54, 0.62, -0.55], [-1.71, 0.15, -0.88], [-0.78, -0.31, 0.06]]
}

{
  "formula": "C25H61N4O8P",
  "method": "ωB97M-V/def2-TZVPD",
  "smiles": "CCOCOC(=O)N(OC[C@H](C)O)P(=O)(O)O.CCN(CC)CC.CCN(CC)CC.CCN(CC)CC",
  "lumo_energy_ev": 0.230,
  "homo_ev": -7.706,
  "gap_ev": 7.94,
  "symbols": ["C", "C", "O", "C", "O", "C", "O", "N", "O", "C", "C", "C", "O", "P", "O", "O", "O", "H", "H", "H", "H", "H", "H", "H", "H", "H", "H", "H", "H", "H", "H", "H", "H", "C", "C", "N", "C", "C", "C", "C", "H", "H", "H", "H", "H", "H", "H", "H", "H", "H", "H", "H", "H", "H", "H", "C", "C", "N", "C", "C", "C", "C", "H", "H", "H", "H", "H", "H", "H", "H", "H", "H", "H", "H", "H", "H", "H", "C", "C", "N", "C", "C", "C", "C", "H", "H", "H", "H", "H", "H", "H", "H", "H", "H", "H", "H", "H", "H", "H"],
  "xyz": [[2.1059, 2.5874, -2.0337], [2.5061, 1.1238, -2.0327], [1.6629, 0.2567, -1.2591], [1.1221, 0.7935, -0.0908], [0.5990, -0.3423, 0.5864], [-0.6123, -0.0668, 1.1685], [-0.7681, 0.6317, 2.1113], [-1.6450, -0.7002, 0.4623], [-2.8260, 0.0462, 0.4359], [-2.6903, 1.3382, -0.1643], [-3.9100, 1.6227, -1.0589], [-3.5881, 1.3126, -2.5237], [-4.3064, 2.9789, -0.8858], [-1.4079, -1.6326, -0.9632], [-2.6555, -2.2705, -1.3442], [-0.8136, -0.7060, -2.1146], [-0.2170, -2.5930, -0.5477], [2.3175, 3.0883, -1.0875], [2.6534, 3.0915, -2.8325], [1.0448, 2.7023, -2.2724], [2.4390, 0.7458, -3.0542], [3.5435, 0.9933, -1.7089], [0.3038, 1.4865, -0.3198], [1.8509, 1.3057, 0.5464], [-2.6255, 2.0999, 0.6191], [-1.7785, 1.3854, -0.7666], [-4.7269, 0.9948, -0.7021], [-4.1617, 1.9843, -3.1676], [-3.8485, 0.2912, -2.8031], [-2.5279, 1.4856, -2.7196], [-3.6179, 3.5447, -1.2510], [0.0414, -0.2816, -1.8862], [0.4060, -2.7066, -1.2759], [-3.6185, -4.7943, 6.5639], [-3.5699, -3.5915, 5.6334], [-2.7132, -3.8030, 4.4815], [-2.3985, -2.5829, 3.7584], [-3.5399, -1.8198, 3.0790], [-3.0333, -4.9622, 3.6645], [-4.4495, -5.0649, 3.0853], [-2.6099, -5.1089, 6.8360], [-4.1562, -4.5349, 7.4770], [-4.1336, -5.6429, 6.1123], [-3.1624, -2.7379, 6.1823], [-4.6006, -3.3157, 5.3571], [-1.6386, -2.8263, 3.0085], [-1.9069, -1.9060, 4.4654], [-3.9069, -2.3363, 2.1923], [-3.1752, -0.8447, 2.7557], [-4.3799, -1.6475, 3.7540], [-2.8450, -5.8582, 4.2623], [-2.3045, -5.0008, 2.8509], [-5.2110, -4.8852, 3.8460], [-4.6103, -6.0712, 2.6930], [-4.6150, -4.3665, 2.2667], [-0.6712, 3.0739, -4.7987], [0.0368, 4.4141, -4.6620], [1.3509, 4.4244, -5.2800], [2.1630, 5.5671, -4.8971], [1.6831, 6.9651, -5.3006], [1.3853, 4.0556, -6.6877], [0.5162, 4.8597, -7.6608], [-0.0286, 2.2590, -4.4571], [-1.5763, 3.0744, -4.1898], [-0.9694, 2.8656, -5.8260], [0.1870, 4.6311, -3.5999], [-0.6289, 5.2041, -5.0431], [3.1713, 5.4073, -5.2890], [2.2601, 5.5420, -3.8060], [1.7948, 7.1442, -6.3691], [2.2776, 7.7191, -4.7816], [0.6388, 7.1290, -5.0323], [1.0992, 3.0038, -6.7669], [2.4284, 4.0937, -7.0108], [-0.5067, 4.9671, -7.2968], [0.4679, 4.3401, -8.6193], [0.9144, 5.8552, -7.8504], [4.7529, -0.0991, 3.8414], [3.6482, -0.9222, 3.1960], [4.1559, -1.9618, 2.3174], [3.1349, -2.5327, 1.4561], [1.9715, -3.2856, 2.1115], [5.0837, -2.9004, 2.9263], [4.6167, -3.6672, 4.1694], [5.4398, 0.2829, 3.0843], [4.3195, 0.7489, 4.3733], [5.3276, -0.6778, 4.5652], [3.0260, -0.2623, 2.5836], [2.9888, -1.3126, 3.9869], [3.6281, -3.1903, 0.7335], [2.7153, -1.7102, 0.8701], [2.2772, -4.2538, 2.5073], [1.1936, -3.4683, 1.3690], [1.5213, -2.7102, 2.9222], [5.9939, -2.3539, 3.1873], [5.3870, -3.6100, 2.1524], [4.1701, -3.0026, 4.9104], [5.4729, -4.1535, 4.6409], [3.8912, -4.4435, 3.9312]],
  "forces_ev_per_angstrom": [[-0.13, 0.00, -0.07], [0.22, 0.13, -0.29], [-0.19, 0.07, -0.18], [0.03, -0.05, 0.48], [0.23, 0.34, 0.20], [-0.40, -0.66, -0.56], [0.02, 0.52, 0.38], [0.76, 0.65, -0.50], [-0.25, -0.68, 0.22], [-0.06, 0.34, 0.06], [0.54, -0.12, -0.04], [-0.32, 0.21, -0.07], [-0.07, -0.07, 0.03], [-0.47, -0.25, -0.15], [-0.08, 0.15, -0.12], [0.00, 0.14, 0.25], [-0.18, -0.03, 0.02], [-0.01, -0.02, -0.05], [0.02, 0.03, 0.08], [0.04, -0.01, 0.03], [-0.01, -0.10, 0.10], [-0.10, 0.03, 0.15], [0.06, 0.08, 0.05], [0.16, -0.15, -0.15], [-0.08, -0.15, 0.06], [-0.01, -0.10, 0.04], [-0.10, 0.21, 0.01], [-0.07, -0.09, 0.05], [0.22, -0.04, 0.12], [-0.05, -0.12, -0.13], [-0.04, 0.02, -0.05], [0.14, -0.21, -0.13], [0.11, -0.05, 0.11], [0.00, 0.02, 0.03], [-0.04, -0.03, 0.00], [0.02, -0.01, -0.02], [0.10, 0.14, -0.02], [0.05, 0.00, -0.03], [-0.01, -0.13, -0.01], [0.03, -0.01, -0.05], [0.00, -0.01, -0.02], [0.00, 0.00, 0.00], [0.01, 0.00, -0.01], [0.00, 0.02, -0.03], [0.01, 0.01, 0.01], [-0.03, -0.04, -0.01], [-0.04, -0.02, 0.05], [-0.03, 0.01, 0.01], [-0.03, 0.01, 0.01], [0.01, -0.04, 0.03], [-0.01, 0.02, 0.04], [-0.01, 0.06, -0.01], [0.00, -0.01, 0.01], [0.00, 0.00, 0.00], [-0.02, 0.04, 0.04], [0.01, 0.04, 0.10], [-0.01, -0.05, -0.03], [0.02, -0.01, 0.04], [0.08, 0.04, 0.06], [0.04, 0.01, -0.01], [-0.01, -0.09, -0.09], [0.05, 0.00, -0.03], [0.00, 0.00, -0.04], [-0.02, -0.01, -0.04], [0.01, -0.01, -0.01], [0.00, 0.03, 0.01], [0.02, 0.01, 0.00], [-0.02, -0.02, -0.03], [-0.05, -0.02, 0.00], [-0.04, -0.01, 0.00], [0.00, 0.00, 0.01], [0.00, -0.01, 0.00], [-0.03, 0.00, 0.04], [0.01, 0.05, 0.02], [0.00, -0.01, 0.00], [0.00, 0.00, 0.00], [-0.03, 0.01, 0.04], [-0.02, 0.03, -0.01], [0.03, 0.00, 0.04], [0.01, 0.05, -0.03], [-0.11, -0.03, -0.12], [0.02, -0.05, -0.04], [0.10, -0.04, 0.07], [0.03, -0.05, -0.03], [0.01, -0.02, 0.00], [0.00, 0.00, 0.01], [0.00, -0.01, -0.01], [-0.03, -0.03, -0.01], [-0.01, 0.01, -0.01], [0.06, -0.02, 0.06], [0.00, 0.02, 0.03], [0.02, 0.03, 0.04], [-0.02, 0.01, 0.02], [0.00, 0.01, 0.00], [-0.03, 0.04, 0.01], [-0.05, -0.01, -0.01], [0.01, 0.01, 0.00], [0.00, 0.00, 0.00], [-0.04, 0.04, 0.01]]
}

{
  "formula": "C21H27Cl2FN7OPbS3Sb",
  "method": "ωB97M-V/def2-TZVPD",
  "spin_multiplicity": 2,
  "total_charge": 1,
  "de_lowest_kcal_mol": 0.0,
  "s2": 0.79,
  "lumo_energy_ev": [-3.220, -3.220],
  "homo_ev": [-9.569, -11.195],
  "gap_ev": [6.35, 7.98],
  "symbols": ["Pb", "S", "Sb", "S", "S", "Cl", "C", "Cl", "H", "H", "C", "C", "C", "C", "N", "C", "N", "N", "N", "H", "H", "H", "H", "H", "H", "H", "H", "H", "H", "N", "C", "C", "C", "C", "N", "C", "C", "H", "H", "H", "H", "C", "C", "N", "O", "H", "H", "H", "H", "H", "F", "C", "C", "C", "C", "C", "C", "C", "H", "H", "H", "H", "H", "H"],
  "xyz": [[-0.5090, 0.0471, 0.8584], [-1.1161, -1.1372, 3.4229], [-2.8777, 0.6255, 3.5957], [-1.9441, 2.2069, 2.2282], [-2.6687, -1.3128, 2.0008], [1.9009, -2.7209, -2.3237], [1.2245, -1.5688, -3.4752], [0.2002, -0.3415, -2.6938], [0.6108, -2.1060, -4.1820], [2.0408, -1.0591, -3.9652], [-5.4412, 4.1966, -0.2913], [-4.3477, 4.9056, -1.0859], [-3.1910, 5.3282, -0.1836], [-3.8700, 4.0659, -2.2706], [-3.2594, 2.7908, -1.8777], [-2.0317, 2.5235, -1.4458], [-1.9891, 1.2642, -1.0821], [-3.2238, 0.7546, -1.3278], [-3.9896, 1.6612, -1.8152], [-5.8215, 4.8544, 0.4923], [-5.0548, 3.2952, 0.1917], [-6.2789, 3.9090, -0.9292], [-4.7712, 5.8042, -1.5429], [-2.7772, 4.4720, 0.3605], [-3.5405, 6.0402, 0.5656], [-2.3904, 5.8116, -0.7530], [-3.1309, 4.6135, -2.8531], [-4.7025, 3.8072, -2.9193], [-1.2258, 3.2416, -1.3934], [1.8144, -7.6861, 0.6888], [1.4735, -6.5884, 0.6904], [1.0467, -5.2077, 0.6875], [1.8580, -4.2223, 1.2392], [1.4115, -2.9154, 1.2050], [0.2416, -2.5621, 0.6677], [-0.5321, -3.5153, 0.1420], [-0.1725, -4.8504, 0.1269], [2.8111, -4.4721, 1.6847], [2.0214, -2.1144, 1.6161], [-1.4738, -3.1949, -0.2934], [-0.8221, -5.5948, -0.3140], [1.4671, 3.4273, 1.1286], [1.6214, 2.5415, 2.3396], [2.0544, 3.1423, 3.4615], [1.3767, 1.3343, 2.3181], [2.4027, 3.9487, 0.9180], [0.6825, 4.1677, 1.3110], [1.2100, 2.8178, 0.2645], [2.2442, 4.1269, 3.4961], [2.1442, 2.5989, 4.3029], [7.7060, 3.2605, 0.9837], [6.5846, 2.6187, 0.6324], [6.2612, 2.5211, -0.7131], [5.1119, 1.8516, -1.0718], [4.2631, 1.2639, -0.0978], [3.0999, 0.5684, -0.4611], [4.6383, 1.4050, 1.2645], [5.7873, 2.0747, 1.6270], [6.9156, 2.9684, -1.4513], [4.8411, 1.7666, -2.1190], [2.4671, 0.1455, 0.3104], [2.7957, 0.4668, -1.4961], [4.0006, 0.9703, 2.0273], [6.0836, 2.1829, 2.6636]],
  "forces_ev_per_angstrom": [[0.14, 0.51, 0.06], [-0.07, -0.03, 0.18], [0.27, -0.15, -0.38], [0.01, -0.01, 0.00], [-0.26, -0.13, 0.14], [0.02, 0.01, 0.00], [0.02, 0.04, 0.09], [-0.03, -0.10, 0.02], [-0.08, -0.06, -0.08], [0.08, 0.06, -0.06], [-0.01, 0.04, 0.01], [0.05, -0.11, 0.12], [0.02, 0.02, 0.02], [0.04, -0.05, -0.07], [-0.35, 0.13, -0.22], [-0.02, 0.09, 0.21], [-0.16, -0.15, -0.19], [0.08, 0.25, -0.08], [0.46, 0.00, 0.38], [0.02, -0.04, -0.04], [-0.01, 0.03, -0.02], [0.03, -0.01, 0.02], [-0.02, 0.01, -0.02], [-0.03, 0.06, -0.04], [0.02, -0.03, -0.02], [-0.04, -0.03, 0.04], [0.04, -0.01, -0.04], [-0.02, -0.03, -0.06], [-0.13, -0.09, 0.00], [-0.07, 0.23, 0.00], [0.00, -0.02, 0.00], [0.09, -0.17, 0.00], [0.07, -0.04, 0.02], [-0.05, 0.11, -0.06], [-0.10, -0.18, 0.12], [0.05, 0.11, -0.01], [-0.06, -0.05, -0.06], [-0.02, 0.02, -0.02], [-0.07, -0.08, 0.00], [0.06, -0.01, 0.05], [0.03, 0.04, 0.03], [-0.05, 0.03, 0.08], [0.02, 0.09, 0.03], [-0.06, -0.11, -0.13], [-0.02, -0.08, -0.03], [-0.03, -0.01, 0.01], [0.07, -0.06, -0.02], [0.02, 0.00, 0.02], [0.02, 0.05, -0.02], [0.00, -0.02, 0.02], [0.05, 0.05, 0.01], [-0.04, -0.03, -0.04], [0.00, 0.01, -0.07], [-0.07, -0.01, -0.03], [0.02, 0.03, 0.02], [-0.06, 0.07, -0.02], [-0.05, -0.04, 0.00], [-0.05, -0.01, 0.08], [-0.04, -0.03, 0.04], [0.05, 0.00, 0.06], [0.09, -0.02, -0.09], [0.08, -0.02, 0.11], [0.06, 0.01, -0.04], [-0.01, -0.02, -0.06]]
}

{
  "formula": "C5H9NO",
  "method": "ωB97M-V/def2-TZVPD",
  "de_lowest_kcal_mol": 159.6,
  "lumo_energy_ev": 0.927,
  "homo_ev": -8.426,
  "gap_ev": 9.35,
  "symbols": ["C", "C", "C", "C", "C", "N", "O", "H", "H", "H", "H", "H", "H", "H", "H", "H"],
  "xyz": [[-2.7780, 0.7483, -0.9837], [1.4462, -0.3313, -0.5308], [1.9310, 1.0744, -0.3293], [0.7222, 0.5310, 0.3703], [-2.0035, -0.7522, 0.6774], [-1.9132, 0.3605, -0.1813], [-0.4864, 1.1482, 0.0899], [-2.6213, 1.5717, -1.6984], [1.3191, -0.5725, -1.5270], [1.8104, -1.3502, -0.1296], [2.7963, 1.3263, 0.1892], [1.5349, 1.6760, -1.1853], [0.9379, 0.2489, 1.3521], [-2.3345, -0.4195, 1.7552], [-2.7865, -1.3910, 0.2617], [-0.9861, -1.2794, 0.8177]],
  "forces_ev_per_angstrom": [[0.70, 0.10, -0.18], [1.91, -3.38, 0.53], [-1.94, -0.07, -1.31], [-1.38, 0.54, -0.90], [0.61, -1.23, 3.33], [0.42, 0.91, -1.11], [-0.82, 0.86, -0.26], [0.32, -0.15, 0.70], [-1.49, 0.11, -2.01], [0.23, 2.11, 0.10], [1.23, 0.61, 0.73], [1.11, -0.28, 0.81], [-0.24, -0.24, 1.82], [0.64, -0.50, -2.02], [0.43, -0.15, 0.28], [-1.72, 0.76, -0.53]]
}

Calculated F_max (eV/Å), listed in the same order as above: 6.27; 1.11; 0.59; 3.92
Calculated calculated total energy (eV), listed in the same order as above: -27469.382; -58543.372; -106741.941; -8862.294
Calculated molar mass (g mol⁻¹), listed in the same order as above: 215.3; 576.8; 908.6; 99.1